(1)
Entry from the OMol25 dataset: C6H14N2O in the gas phase at a distorted geometry (the ωB97M-V functional and the def2-TZVPD basis).

Calculated values
HOMO in eV: -6.59
Energy relative to the best compared isomer or geometry (same formula, charge and spin) in kcal per mole: 72.6
DFT total energy in eV: -11474.6214
Gap between HOMO and LUMO in eV: 7.52
Max |F| in eV/Å: 4.61
SMILES string: CO/C(N)=C(\N)C(C)C
LUMO level in eV: 0.931

Each line ends with the Löwdin charge.
Element x y z (Å)
C: 0.698 -0.166 0.959  -0.348
C: -1.793 -1.024 -1.923  -0.085
C: 1.961 0.571 1.386  -0.094
C: -0.209 -0.415 2.159  -0.098
C: -0.146 0.765 -0.128  -0.226
C: 0.183 0.187 -1.309  -0.389
N: -1.403 1.285 0.125  0.076
N: 1.490 0.032 -1.770  0.123
O: -0.739 -0.152 -2.309  -0.110
H: 0.993 -1.136 0.537  0.121
H: -1.943 1.113 0.961  0.075
H: -2.019 1.332 -0.675  0.077
H: 1.537 -0.345 -2.708  0.096
H: 2.081 0.833 -1.632  0.085
H: -1.529 -1.614 -1.052  0.092
H: -2.710 -0.461 -1.723  0.074
H: -2.000 -1.660 -2.792  0.090
H: 2.541 -0.020 2.103  0.075
H: 0.330 -0.981 2.922  0.079
H: 1.697 1.518 1.864  0.082
H: 2.599 0.790 0.532  0.056
H: -1.099 -0.979 1.876  0.073
H: -0.523 0.528 2.596  0.073

(2)
Entry from the OMol25 dataset: C3H4ClF in the gas phase at a distorted geometry (the ωB97M-V functional and the def2-TZVPD basis).

Calculated values
HOMO in eV: -9.84
Energy relative to the best compared isomer or geometry (same formula, charge and spin) in kcal per mole: 22.0
DFT total energy in eV: -18414.1181
Gap between HOMO and LUMO in eV: 10.78
Max |F| in eV/Å: 3.02
SMILES string: C=C(F)CCl
LUMO level in eV: 0.935

Each line ends with the Löwdin charge.
Element x y z (Å)
C: 0.835 1.082 -0.219  0.034
C: 0.551 -0.213 -0.149  -0.422
C: -0.855 -0.979 -0.441  -0.502
F: 1.600 -0.935 0.215  0.033
Cl: -2.246 -0.006 0.118  0.539
H: 1.935 1.486 -0.021  0.122
H: -0.049 1.716 -0.420  0.050
H: -1.174 -1.494 -1.421  0.101
H: -0.731 -1.789 0.257  0.045

(3)
Entry from the OMol25 dataset: C3H4FI in the gas phase at a distorted geometry (the ωB97M-V functional and the def2-TZVPD basis).

Calculated values
HOMO in eV: -9.71
Energy relative to the best compared isomer or geometry (same formula, charge and spin) in kcal per mole: 15.8
DFT total energy in eV: -13992.0795
Gap between HOMO and LUMO in eV: 9.96
Max |F| in eV/Å: 3.80
SMILES string: C=C(F)CI
LUMO level in eV: 0.254

Each line ends with the Löwdin charge.
Element x y z (Å)
C: -0.872 -1.128 -0.418  -0.019
C: -0.593 0.090 -0.005  -0.370
C: 0.864 0.914 0.393  -0.544
F: -1.636 0.926 0.417  -0.039
I: 2.386 -0.456 -0.255  0.774
H: -1.858 -1.720 -0.353  0.104
H: -0.124 -1.770 -0.887  0.005
H: 0.903 1.796 -0.304  0.038
H: 0.930 1.348 1.411  0.051

(4)
Entry from the OMol25 dataset: C18H34AgBr3NO11 as an isolated structure at a distorted geometry (the ωB97M-V functional and the def2-TZVPD basis).

Calculated values
HOMO (alpha / beta) in eV: -14.43 / -14.43
Spin multiplicity: 2
DFT total energy in eV: -257334.9656
Gap between HOMO and LUMO (alpha / beta) in eV: 7.43 / 3.06
Max |F| in eV/Å: 4.78
LUMO level (alpha / beta) in eV: -6.997 / -11.366
Total charge: +2
Expectation value of S²: 0.756

Each line ends with the Mulliken spin population.
Element x y z (Å)
Ag: -0.556 -2.731 3.815  0.000
C: -3.382 -2.521 0.554  0.000
C: -2.500 -2.321 -0.703  0.000
C: -2.181 -0.878 -1.013  0.000
O: -1.187 -0.656 -2.028  0.000
C: -1.685 -0.679 -3.347  0.000
N: -1.204 -3.103 -0.437  0.000
H: -0.708 -3.265 -1.302  0.000
H: -0.675 -2.506 0.183  0.000
H: -1.363 -3.976 0.046  0.000
H: -4.339 -2.061 0.303  0.000
H: -2.928 -2.094 1.448  0.000
H: -3.585 -3.576 0.737  0.000
H: -2.910 -2.785 -1.600  0.000
H: -1.854 -0.395 -0.093  0.000
H: -3.135 -0.366 -1.144  0.000
H: -0.825 -0.380 -3.946  0.000
H: -2.480 0.065 -3.402  0.000
H: -1.953 -1.649 -3.765  0.000
C: 0.743 -0.598 1.191  -0.001
O: -0.059 -1.438 2.045  0.000
H: 0.295 0.380 1.017  0.001
H: 1.754 -0.468 1.577  0.000
H: 0.884 -0.985 0.182  0.000
C: 3.654 -3.535 0.550  0.000
C: 3.126 -3.305 -0.872  0.000
C: 3.632 -2.076 -1.615  0.000
O: 4.481 -2.588 -2.615  0.000
C: 4.418 -3.933 -2.638  0.000
O: 4.917 -4.599 -3.497  0.000
O: 3.566 -4.340 -1.715  0.000
H: 4.741 -3.447 0.568  0.000
H: 3.494 -4.565 0.870  0.000
H: 3.179 -2.817 1.218  0.000
H: 2.047 -3.315 -0.722  0.000
H: 4.197 -1.442 -0.932  0.000
H: 2.742 -1.562 -1.977  0.000
C: -0.695 3.188 3.234  -0.001
C: -1.408 1.833 3.275  0.001
C: -2.633 1.770 4.230  0.000
O: -3.757 1.636 3.332  0.000
C: -3.383 1.447 2.133  0.000
O: -4.145 1.272 1.170  0.000
O: -2.077 1.537 2.036  0.000
H: -1.369 4.017 3.017  0.000
H: 0.036 3.140 2.427  0.001
H: -0.108 3.368 4.135  0.000
H: -0.756 0.971 3.414  0.000
H: -2.675 2.656 4.864  0.000
H: -2.639 0.862 4.833  0.000
C: -1.827 3.515 -2.875  0.000
C: -0.817 3.146 -1.807  0.002
C: 0.212 2.081 -2.093  0.001
O: 1.472 2.681 -1.889  0.010
C: 1.306 3.846 -1.411  -0.012
O: 2.174 4.587 -1.011  0.277
O: 0.032 4.216 -1.456  0.014
H: -1.578 4.500 -3.271  0.000
H: -2.832 3.371 -2.477  0.000
H: -1.753 2.760 -3.657  0.000
H: -1.386 2.790 -0.948  0.001
H: 0.208 1.742 -3.129  0.001
H: 0.199 1.245 -1.395  0.000
C: 3.502 2.465 1.579  -0.026
Br: 4.368 0.735 1.156  0.002
Br: 4.490 4.041 0.983  0.662
Br: 2.968 2.639 3.524  0.059
H: 2.506 2.455 1.135  0.006

(5)
Entry from the OMol25 dataset: a 2-piece molecular cluster, C11H18 overall at a distorted geometry (the ωB97M-V functional and the def2-TZVPD basis).

Calculated values
HOMO in eV: -9.08
Energy relative to the best compared isomer or geometry (same formula, charge and spin) in kcal per mole: 58.7
DFT total energy in eV: -11696.7328
Gap between HOMO and LUMO in eV: 10.03
Max |F| in eV/Å: 5.51
SMILES string: Cc1ccccc1.CC(C)C
LUMO level in eV: 0.948

Each line ends with the Löwdin charge.
Element x y z (Å)
C: -1.086 3.183 0.959  -0.067
C: -2.097 -0.981 0.308  -0.098
C: -2.390 0.004 -0.655  -0.060
C: -1.359 -0.557 1.407  -0.084
C: -2.070 1.358 -0.469  -0.059
C: -1.035 0.850 1.626  -0.047
C: -1.463 1.767 0.669  -0.336
H: -2.603 -1.834 0.340  0.057
H: -2.979 -0.138 -1.479  0.069
H: -1.136 -1.380 2.224  0.139
H: -2.491 2.029 -1.226  0.121
H: -0.508 1.238 2.511  0.113
H: -0.434 3.291 1.776  0.043
H: -2.099 3.654 1.075  0.096
H: -0.598 3.909 0.177  0.116
C: 1.474 -1.030 -0.794  -0.514
C: 1.165 -2.192 0.256  -0.093
C: 2.141 0.236 -0.175  -0.094
C: 2.197 -1.560 -1.983  -0.123
H: 0.442 -0.723 -0.983  0.094
H: 1.206 -1.926 1.270  0.028
H: 1.946 -3.038 0.160  0.088
H: 3.195 0.195 0.242  0.080
H: 2.072 1.003 -1.101  0.106
H: 1.355 0.703 0.576  0.075
H: 1.387 -2.301 -2.314  0.098
H: 2.539 -0.782 -2.765  0.101
H: 3.051 -2.242 -1.748  0.076
H: 0.177 -2.732 0.117  0.077

(6)
Entry from the OMol25 dataset: C8H16N2PPmS as an isolated structure at a distorted geometry (the ωB97M-V functional and the def2-TZVPD basis).

Calculated values
HOMO (alpha / beta) in eV: -5.16 / -5.18
Energy relative to the best compared isomer or geometry (same formula, charge and spin) in kcal per mole: 8.5
Spin multiplicity: 5
DFT total energy in eV: -48207.7313
Gap between HOMO and LUMO (alpha / beta) in eV: 4.03 / 4.08
Max |F| in eV/Å: 2.11
LUMO level (alpha / beta) in eV: -1.134 / -1.092
Expectation value of S²: 6.212

Each line ends with the Mulliken spin population.
Element x y z (Å)
C: 1.054 -3.631 -0.775  0.000
C: 2.470 -3.477 -0.648  -0.003
C: 2.706 -2.974 0.674  -0.004
C: 1.552 -3.252 1.459  -0.002
C: 0.480 -3.470 0.547  -0.007
Pm: -0.613 0.450 -0.831  4.334
P: -2.213 -1.702 -1.742  0.000
H: 0.485 -3.821 -1.681  0.000
H: 3.193 -3.595 -1.455  0.000
H: 3.672 -2.626 1.059  0.001
H: -0.579 -3.511 0.769  0.001
H: 1.446 -3.160 2.537  0.000
H: -3.176 -2.556 -1.140  -0.001
H: -2.224 -2.367 -3.002  -0.001
H: -3.136 -0.630 -2.100  0.002
C: 0.648 3.648 -0.697  -0.001
N: 0.848 2.332 -0.056  -0.016
C: 0.092 1.825 1.005  -0.213
S: 0.534 0.255 1.525  -0.067
N: -1.292 2.094 0.894  0.005
C: -1.855 3.459 1.127  -0.014
H: -0.308 3.661 -1.227  -0.002
H: 1.437 3.733 -1.445  -0.002
H: 0.739 4.473 0.023  0.003
H: 1.830 2.065 0.107  -0.008
H: -1.774 1.406 1.510  -0.009
H: -2.446 3.722 0.252  0.001
H: -2.504 3.439 2.013  0.000
H: -1.067 4.208 1.299  0.001

(7)
Entry from the OMol25 dataset: C21H22AsBaCl2F10N3O10S3 as an isolated structure at a distorted geometry (the ωB97M-V functional and the def2-TZVPD basis).

Calculated values
HOMO in eV: -1.52
Energy relative to the best compared isomer or geometry (same formula, charge and spin) in kcal per mole: 0.0
DFT total energy in eV: -193338.1340
Gap between HOMO and LUMO in eV: 5.66
Max |F| in eV/Å: 6.50
LUMO level in eV: 4.134
Total charge: -2

Each line ends with the Löwdin charge.
Element x y z (Å)
Ba: 0.987 -0.593 0.199  2.106
C: -3.414 -2.132 0.848  -0.096
C: -3.914 -1.110 -0.169  -0.276
N: -3.115 0.099 -0.187  -0.175
C: -3.057 0.782 -1.469  -0.245
C: -4.395 1.305 -1.999  -0.091
C: -3.312 0.980 0.962  -0.183
C: -2.000 1.352 1.645  -0.230
N: -1.334 0.177 2.167  -0.004
C: -1.065 0.017 3.444  -0.224
C: -0.403 -1.218 3.800  -0.179
F: -0.111 -2.069 2.785  0.025
C: -0.058 -1.575 5.067  -0.254
F: 0.556 -2.768 5.262  0.053
C: -0.325 -0.773 6.176  -0.001
C: -0.955 0.419 5.879  -0.254
F: -1.257 1.263 6.901  0.038
C: -1.313 0.812 4.609  -0.142
F: -1.932 2.026 4.506  0.025
H: -3.771 -3.135 0.594  0.066
H: -3.753 -1.894 1.858  0.065
H: -2.328 -2.130 0.877  0.035
H: -4.981 -0.893 0.032  0.108
H: -3.872 -1.541 -1.174  0.088
H: -2.612 0.107 -2.204  0.090
H: -2.350 1.608 -1.367  0.109
H: -5.108 0.488 -2.142  0.058
H: -4.252 1.796 -2.965  0.066
H: -4.850 2.026 -1.316  0.055
H: -3.962 0.484 1.690  0.114
H: -3.816 1.911 0.657  0.105
H: -2.218 2.121 2.387  0.099
H: -1.360 1.800 0.874  0.088
H: -0.048 -1.052 7.179  0.104
F: 3.079 -1.436 3.768  0.146
C: 3.677 -0.268 3.560  -0.686
F: 3.237 0.605 4.464  0.144
F: 4.993 -0.430 3.726  0.128
S: 3.308 0.360 1.868  0.645
O: 1.822 0.511 1.998  -0.589
O: 4.128 1.519 1.771  -0.238
N: 3.873 -0.984 1.076  -0.310
S: 3.388 -2.401 0.445  0.607
O: 4.189 -3.497 0.910  -0.278
O: 1.934 -2.680 0.523  -0.605
C: 4.053 -2.361 -1.321  -0.677
F: 4.053 -1.180 -1.904  0.139
F: 5.342 -2.733 -1.231  0.111
F: 3.428 -3.277 -2.048  0.141
O: 1.797 -0.956 -4.601  -0.270
As: 0.963 -0.206 -3.221  0.914
O: -0.631 -0.214 -3.628  -0.468
O: 1.368 -1.342 -1.979  -0.755
C: 1.689 1.606 -3.478  -0.204
C: 1.912 1.984 -4.790  -0.084
C: 2.240 3.308 -5.084  -0.091
C: 2.339 4.252 -4.084  -0.091
C: 2.142 3.889 -2.754  -0.053
C: 1.821 2.580 -2.462  -0.258
S: 1.638 2.029 -0.795  0.460
O: 1.710 3.130 0.116  -0.267
O: 2.725 0.988 -0.709  -0.522
O: 0.284 1.375 -0.898  -0.599
H: 2.161 -1.783 -4.255  0.026
H: 1.833 1.245 -5.576  0.099
H: 2.414 3.596 -6.114  0.095
H: 2.579 5.279 -4.332  0.096
H: 2.232 4.601 -1.945  0.111
Cl: -1.924 -4.326 -3.714  0.439
C: -1.647 -3.011 -2.489  -0.963
Cl: -0.709 -3.577 -1.123  0.589
H: -2.621 -2.702 -2.129  -0.005
H: -1.125 -2.185 -2.969  -0.018

(8)
Entry from the OMol25 dataset: C34H51Cl2N6O2OsSSi as an isolated structure (the ωB97M-V functional and the def2-TZVPD basis).

Calculated values
HOMO (alpha / beta) in eV: -14.78 / -14.78
Energy relative to the best compared isomer or geometry (same formula, charge and spin) in kcal per mole: 14.8
DFT total energy in eV: -95323.3354
Gap between HOMO and LUMO (alpha / beta) in eV: 3.98 / 3.98
Max |F| in eV/Å: 0.65
LUMO level (alpha / beta) in eV: -10.796 / -10.800
Total charge: +3

Each line ends with the Löwdin charge.
Element x y z (Å)
Os: -0.243 0.300 0.422  1.560
C: -0.396 2.015 -2.926  0.013
C: -0.570 2.761 -1.647  -0.280
C: -0.714 4.155 -1.584  0.041
C: -0.847 4.810 -0.373  0.026
C: -0.866 4.095 0.832  0.048
C: -0.744 2.739 0.697  -0.384
N: -0.587 2.105 -0.488  -0.050
N: -0.679 1.640 1.594  -0.131
Si: -1.428 1.599 3.322  0.525
C: -3.047 2.502 3.110  -0.138
C: -1.580 -0.209 3.721  -0.145
C: -0.268 2.503 4.437  -0.147
H: -1.266 2.166 -3.567  0.111
H: -0.270 0.948 -2.754  0.072
H: 0.472 2.390 -3.469  0.109
H: -0.710 4.720 -2.507  0.145
H: -0.938 5.888 -0.357  0.140
H: -0.970 4.576 1.794  0.134
H: -3.302 2.768 2.082  0.034
H: -3.018 3.432 3.680  0.057
H: -3.864 1.893 3.500  0.041
H: -1.651 -0.851 2.841  0.004
H: -2.483 -0.372 4.313  0.057
H: -0.727 -0.540 4.317  0.036
H: -0.070 3.529 4.122  0.043
H: 0.686 1.992 4.570  0.047
H: -0.754 2.557 5.417  0.064
C: -8.393 -0.949 2.625  -0.024
C: -7.761 -0.611 1.270  -0.508
C: -8.522 -1.358 0.164  -0.025
C: -7.965 0.892 1.009  -0.031
C: -6.232 -0.961 1.302  -0.411
O: -5.506 0.067 2.017  -0.049
C: -5.854 -2.274 2.021  -0.098
C: -6.398 -3.642 1.562  -0.112
C: -5.605 -4.241 0.424  -0.235
C: -6.081 -4.307 -0.880  -0.036
C: -5.313 -4.850 -1.903  -0.081
C: -4.061 -5.361 -1.609  -0.670
Cl: -3.087 -6.051 -2.865  0.703
C: -3.581 -5.350 -0.307  -0.126
C: -4.348 -4.782 0.694  -0.050
C: -5.685 -0.892 -0.125  -0.014
N: -4.215 -0.898 -0.195  -0.035
C: -3.349 -0.031 0.288  -0.071
N: -2.118 -0.395 -0.096  -0.087
C: -2.329 -1.529 -0.848  -0.160
N: -3.586 -1.840 -0.932  0.198
H: -9.414 -0.569 2.656  0.104
H: -7.866 -0.490 3.467  0.092
H: -8.437 -2.023 2.806  0.092
H: -9.567 -1.048 0.195  0.105
H: -8.512 -2.438 0.280  0.069
H: -8.156 -1.113 -0.835  0.091
H: -9.035 1.101 1.011  0.101
H: -7.587 1.208 0.035  0.085
H: -7.510 1.525 1.769  0.086
H: -6.013 0.270 2.812  0.096
H: -6.109 -2.115 3.070  0.120
H: -4.759 -2.336 1.993  0.110
H: -7.456 -3.599 1.321  0.098
H: -6.320 -4.317 2.416  0.131
H: -7.071 -3.934 -1.115  0.119
H: -5.690 -4.895 -2.915  0.118
H: -2.633 -5.824 -0.086  0.096
H: -3.984 -4.794 1.716  0.119
H: -6.035 0.006 -0.630  0.139
H: -5.978 -1.763 -0.701  0.119
H: -3.624 0.804 0.908  0.127
H: -1.551 -2.079 -1.347  0.104
C: 1.488 -2.842 3.674  -0.111
C: 0.619 -3.594 2.678  -0.357
S: 0.881 -2.992 1.005  1.047
O: 0.000 -1.701 0.963  -0.703
C: -0.084 -4.174 0.052  -0.371
C: 0.262 -4.112 -1.429  -0.107
H: 1.347 -3.271 4.665  0.100
H: 1.214 -1.788 3.729  0.059
H: 2.546 -2.928 3.427  0.087
H: -0.449 -3.476 2.874  0.107
H: 0.858 -4.659 2.646  0.112
H: -1.128 -3.931 0.264  0.076
H: 0.138 -5.152 0.484  0.112
H: 0.342 -3.084 -1.792  0.065
H: -0.520 -4.610 -2.004  0.069
H: 1.207 -4.611 -1.638  0.094
Cl: 4.169 3.681 -0.876  0.800
C: 3.664 2.196 -0.199  -0.621
C: 4.579 1.279 0.305  -0.005
C: 4.087 0.104 0.845  0.009
C: 2.728 -0.126 0.854  -0.106
N: 1.835 0.753 0.356  -0.095
C: 2.315 1.904 -0.160  -0.118
H: 5.640 1.489 0.273  0.141
H: 4.755 -0.637 1.262  0.137
H: 2.332 -1.028 1.287  0.049
H: 1.620 2.625 -0.553  0.096